# C2H3N3OS

2 unconnected molecules or ions with the total composition C2H3N3OS (ωB97M-V/def2-TZVPD, the Open Molecules 2025 dataset).

Output
* total energy: -19469.0116 eV
* energy above the lowest of the compared OMol25 structures with the same formula, charge and spin: 140.1 kcal/mol
* HOMO energy: -0.323 Eh

```
! RIJCOSX wB97M-V def2-TZVPD def2/J DEFGRID3
* xyz 0 1
C -0.77676 0.30399 0.91752
C 1.00872 -0.65605 -1.38178
H 0.97652 1.76212 1.73520
H 1.59449 -0.95621 -2.12354
H -1.72819 -1.41699 0.34853
N -0.07688 1.35959 0.28120
N -0.06666 -1.23522 -0.85575
N -0.74201 -0.85318 0.20925
O -1.48042 0.45419 1.87579
S 1.29118 1.23776 -1.00645
*
```

natural (NBO) atomic charge list, values in e, 2 entries:
1. C 0.716
2. C -0.043